{
  "formula": "C9H13NO",
  "method": "ωB97M-V/def2-TZVPD",
  "symbols": ["O", "N", "C", "C", "C", "C", "C", "C", "C", "C", "C", "H", "H", "H", "H", "H", "H", "H", "H", "H", "H", "H", "H", "H"],
  "coordinates": [[-5.05038, -0.67339, 1.02253], [-3.46502, -0.07422, -0.30699], [-4.77247, 0.02818, 0.12331], [3.33442, 1.29267, 0.10204], [-2.61909, -1.14362, 0.34886], [4.61405, 1.03224, 0.74122], [5.47559, -0.00422, 0.52137], [4.97999, -1.12049, -0.14043], [-5.71724, 1.00269, -0.55043], [3.73433, -0.94759, -0.70887], [3.04253, 0.14842, -0.64363], [5.03783, 1.98347, 1.35179], [-6.25735, 1.72131, 0.25860], [5.53916, -2.10692, 0.00670], [-1.83367, -0.71168, 1.13931], [-2.98486, 0.79991, -0.72603], [3.22923, -1.81790, -1.07803], [2.09514, 0.00716, -1.21160], [6.45672, 0.06961, 0.91112], [-3.43957, -1.64097, 1.00000], [2.60819, 2.14015, 0.39659], [-2.03150, -1.81575, -0.33057], [-5.40301, 1.53186, -1.46666], [-6.57303, 0.29908, -0.76020]],
  "forces_ev_per_angstrom": [[-3.2, -2.0, 2.9], [2.7, 1.5, -1.5], [2.7, 2.2, -1.7], [1.7, -1.7, 1.6], [-0.1, 1.0, 2.2], [-0.6, 6.2, 0.9], [-0.8, -0.6, -0.3], [1.3, -0.9, 1.1], [-2.5, 0.3, 1.6], [2.8, -5.0, 0.2], [-5.2, 4.1, -1.0], [-0.9, -2.4, -1.2], [1.7, -1.5, -1.9], [-1.0, 1.4, -0.9], [-1.7, -0.6, -1.8], [-1.3, -2.3, 0.8], [0.0, -0.3, -0.6], [0.3, 0.9, 0.6], [0.7, -0.2, 0.5], [1.9, 0.2, -1.3], [1.6, -1.5, -0.9], [-1.0, 0.8, 0.3], [0.0, -0.3, 0.7], [0.7, 0.8, -0.4]],
  "mulliken_charge": [-0.58, -0.27, 0.62, -0.49, -0.73, -0.14, -0.43, -0.24, -0.89, -0.33, -0.05, 0.18, 0.25, 0.27, 0.23, 0.26, 0.31, 0.23, 0.39, 0.32, 0.30, 0.25, 0.31, 0.25],
  "e_above_lowest_ev": 3.079,
  "total_charge": 0,
  "total_energy_ev": -13078.99284
}



{
  "formula": "C9H13NO",
  "method": "ωB97M-V/def2-TZVPD",
  "symbols": ["O", "N", "C", "C", "C", "C", "C", "C", "C", "C", "C", "H", "H", "H", "H", "H", "H", "H", "H", "H", "H", "H", "H", "H"],
  "coordinates": [[0.62667, 1.22257, -2.29986], [0.73747, -1.03388, -2.66646], [1.06756, -1.40877, 1.14187], [-0.07231, -0.87583, 0.39482], [-1.39390, 1.40479, 0.54235], [0.30945, -0.80743, -1.34795], [-1.33314, -1.69606, 0.58592], [0.96472, 1.53596, 0.84941], [0.84195, 0.11306, -3.18264], [0.23727, 0.53219, -1.24698], [-0.10601, 0.67482, 0.18939], [0.95825, 1.43824, 1.89095], [1.91415, 1.10540, 0.36560], [2.09958, -1.31131, 0.72853], [-1.41108, -2.69357, 0.07529], [1.10061, -0.73351, 2.08546], [-1.57477, 1.51625, 1.64898], [-2.39501, 1.10321, 0.18412], [-2.31892, -1.27298, 0.29132], [-1.45714, -1.80343, 1.65228], [-1.38191, 2.54890, 0.36131], [1.08660, 0.35235, -4.18280], [0.78750, -2.42873, 1.45127], [0.71242, 2.51775, 0.48780]],
  "forces_ev_per_angstrom": [[-0.3, -1.1, -1.7], [-0.2, -1.9, 0.1], [1.0, 0.7, 2.9], [0.0, -0.6, -5.4], [-2.1, 2.4, 1.4], [-0.4, 2.2, 1.1], [-1.7, 0.0, 0.0], [1.5, -2.0, -2.5], [0.5, 1.4, 0.5], [-0.8, -1.6, 2.0], [-1.2, 1.9, 0.7], [0.2, 0.2, 1.6], [-0.8, 1.3, 1.2], [-1.1, -0.3, -0.1], [1.0, 0.8, 0.6], [0.1, -1.4, -0.9], [0.5, -0.8, -0.6], [0.8, -0.4, -0.4], [0.9, 0.5, -0.2], [-0.1, -0.6, 0.6], [0.4, -1.8, -0.5], [0.3, 0.3, -0.7], [0.8, 0.3, 0.0], [0.7, 0.6, 0.2]],
  "mulliken_charge": [-0.51, -0.64, -1.58, 1.66, -1.67, -0.09, -1.73, -1.88, -0.28, -0.02, 1.63, 0.46, 0.34, 0.29, 0.32, 0.26, 0.40, 0.36, 0.34, 0.52, 0.35, 0.47, 0.48, 0.51],
  "e_above_lowest_ev": 4.647,
  "total_charge": 0,
  "total_energy_ev": -13077.42508
}



{
  "formula": "C9H13NO",
  "method": "ωB97M-V/def2-TZVPD",
  "symbols": ["O", "N", "C", "C", "C", "C", "C", "C", "C", "C", "C", "H", "H", "H", "H", "H", "H", "H", "H", "H", "H", "H", "H", "H"],
  "coordinates": [[-4.03544, -0.89792, 0.77308], [-0.22665, 0.84408, -0.22191], [2.65715, -1.44763, -0.19918], [-3.91870, -0.03827, -0.33361], [-2.66644, 0.84017, -0.28034], [1.35312, -1.00150, -0.30299], [2.08920, 1.21289, 0.25939], [3.68148, -0.57745, 0.13008], [3.38707, 0.75763, 0.35742], [-1.39556, -0.00395, -0.27226], [1.04725, 0.34190, -0.07594], [2.87302, -2.49170, -0.37601], [-2.66218, 1.50453, -1.14572], [4.69711, -0.93384, 0.21120], [-1.42951, -0.70079, 0.57937], [0.57219, -1.69957, -0.55963], [-0.37328, 1.74461, 0.20942], [1.86477, 2.25565, 0.44024], [-4.80988, 0.60088, -0.41935], [4.17591, 1.44895, 0.61752], [-2.69986, 1.45777, 0.62330], [-4.05914, -0.36843, 1.57838], [-3.87959, -0.69436, -1.20594], [-1.35758, -0.59898, -1.19136]],
  "forces_ev_per_angstrom": [[0.0, -0.2, 0.5], [-0.3, 0.4, 0.0], [0.2, 0.0, 0.0], [0.1, 0.5, -0.2], [0.0, -0.5, -0.1], [-0.3, 0.1, 0.0], [0.0, 0.0, 0.0], [0.2, -0.2, 0.0], [0.0, 0.0, 0.0], [-0.1, 0.0, 0.1], [0.3, -0.1, -0.1], [0.0, -0.1, 0.0], [0.0, 0.1, 0.0], [0.1, 0.0, 0.0], [0.0, 0.0, -0.2], [-0.1, -0.1, 0.0], [0.0, -0.1, 0.0], [0.0, 0.1, 0.0], [0.1, -0.1, -0.1], [0.0, 0.1, 0.0], [0.0, 0.1, 0.0], [0.0, -0.1, -0.1], [0.0, 0.1, 0.0], [-0.1, -0.1, 0.1]],
  "mulliken_charge": [-0.50, -0.19, -0.63, -0.67, -0.67, -0.32, -0.41, -0.55, -0.51, -0.52, 0.69, 0.35, 0.35, 0.37, 0.36, 0.32, 0.24, 0.29, 0.32, 0.36, 0.38, 0.32, 0.34, 0.28],
  "e_above_lowest_ev": 0.749,
  "total_charge": 0,
  "total_energy_ev": -13081.32316
}



{
  "formula": "C9H13NO2",
  "method": "ωB97M-V/def2-TZVPD",
  "symbols": ["O", "O", "N", "C", "C", "C", "C", "C", "C", "C", "C", "C", "H", "H", "H", "H", "H", "H", "H", "H", "H", "H", "H", "H", "H"],
  "coordinates": [[2.33457, 1.23640, -0.03921], [1.55670, -2.29200, -0.48149], [-0.20594, -2.06995, -1.84285], [-1.47140, 0.52917, 1.32529], [-2.88585, 0.33537, 1.81050], [-1.21196, 1.48004, 0.34459], [0.09305, 1.83103, 0.05330], [1.04828, -1.72717, -1.42109], [-0.42815, -0.21841, 1.83423], [1.12845, 1.07385, 0.63093], [1.70532, -0.65263, -2.25037], [0.90382, 0.01867, 1.50429], [-0.60070, -1.02087, 2.54375], [0.50893, 2.49864, -0.68971], [-3.59682, 0.41483, 1.00107], [2.74528, -0.98045, -2.37585], [1.84215, 0.33548, -1.84345], [1.77833, -0.40873, 1.97345], [1.31391, -0.60477, -3.26695], [-0.82098, -2.55625, -1.21451], [-0.67521, -1.57628, -2.57897], [3.08123, 1.68036, 0.37172], [-2.02352, 2.00840, -0.14304], [-3.10426, 1.24456, 2.37993], [-3.01523, -0.57930, 2.37444]],
  "forces_ev_per_angstrom": [[0.6, 0.0, 0.0], [0.4, 0.0, 0.3], [-0.6, 0.0, -0.2], [-0.4, -0.6, -0.5], [0.4, 1.0, -0.2], [0.3, 1.0, 0.0], [1.0, -1.5, 0.3], [-0.7, 0.4, -0.1], [0.8, -0.4, 0.8], [-0.1, 0.2, -0.8], [1.4, -0.8, -1.0], [-0.1, 1.6, -0.2], [-0.3, 0.1, 0.0], [-0.8, 0.4, -0.2], [-0.2, -0.4, -0.4], [-0.1, -0.1, 0.0], [-0.6, 0.1, 0.5], [-0.3, -0.7, -0.1], [-0.3, 0.1, 0.1], [0.2, -0.3, 0.2], [0.2, 0.2, 0.0], [-0.4, 0.0, 0.7], [-0.1, 0.0, 0.1], [-0.2, -0.4, 0.6], [-0.1, 0.0, 0.2]],
  "mulliken_charge": [-0.52, -0.60, -0.43, 0.71, -1.43, -0.56, -0.45, 0.80, -0.38, 0.56, -0.96, -0.76, 0.31, 0.40, 0.36, 0.25, 0.15, 0.42, 0.38, 0.23, 0.18, 0.29, 0.36, 0.31, 0.36],
  "e_above_lowest_ev": 0.833,
  "total_charge": 0,
  "total_energy_ev": -15128.79945
}



{
  "formula": "C9H13NO2",
  "method": "ωB97M-V/def2-TZVPD",
  "symbols": ["O", "O", "N", "C", "C", "C", "C", "C", "C", "C", "C", "C", "H", "H", "H", "H", "H", "H", "H", "H", "H", "H", "H", "H", "H"],
  "coordinates": [[2.13344, 2.08930, -0.46821], [-4.88471, 0.60263, -0.12780], [-2.34791, 2.31197, 0.21564], [-2.15163, 1.18268, -0.01782], [3.53675, -1.12060, -0.25288], [-4.48861, -0.74952, 0.00324], [-2.05792, -0.18195, -0.45445], [1.69356, -0.07709, 0.72496], [2.41594, -1.35470, 0.42898], [3.66217, 0.30878, -0.63821], [2.67162, 1.03743, 0.28011], [-3.06974, -1.04743, -0.42638], [4.26034, -1.87071, -0.57855], [3.20350, 1.42490, 1.16130], [2.03139, -2.33179, 0.73069], [-4.65698, -1.12188, 1.03404], [0.74633, 0.01968, 0.19916], [-1.08324, -0.49921, -0.80902], [-2.86460, -2.10318, -0.66791], [4.69140, 0.71572, -0.58879], [1.46449, 0.00826, 1.80048], [-5.16059, -1.35855, -0.62737], [3.32230, 0.43984, -1.67295], [1.53107, 2.60906, 0.07141], [-4.59836, 1.06636, 0.68036]],
  "forces_ev_per_angstrom": [[-0.5, 0.5, -0.2], [0.2, -0.2, 0.7], [0.8, -2.2, -0.1], [-0.9, 2.3, -0.2], [0.0, -0.8, 0.0], [-0.3, -0.4, -0.1], [0.3, -0.2, 0.0], [-0.2, 0.4, 0.8], [0.3, -0.2, -0.1], [0.7, 0.6, -0.1], [0.6, -0.6, 0.0], [-0.2, -0.3, 0.4], [-0.3, 0.1, 0.1], [-0.1, -0.1, -0.1], [0.3, 0.3, 0.0], [0.2, 0.1, -0.3], [-0.1, 0.0, -0.2], [-0.1, 0.0, 0.1], [-0.1, 0.6, -0.1], [-0.5, -0.2, 0.1], [0.0, 0.0, -0.3], [0.2, 0.3, 0.1], [0.1, 0.1, 0.0], [-0.1, 0.0, 0.1], [-0.2, 0.0, -0.6]],
  "mulliken_charge": [-0.57, -0.51, -0.48, 0.23, -0.40, -0.49, -0.09, -0.13, -0.35, -0.82, 0.13, -0.26, 0.39, 0.26, 0.40, 0.27, -0.25, 0.38, 0.36, 0.34, 0.36, 0.30, 0.28, 0.32, 0.31],
  "e_above_lowest_ev": 2.947,
  "total_charge": 0,
  "total_energy_ev": -15126.68525
}



{
  "formula": "C9H13NO2",
  "method": "ωB97M-V/def2-TZVPD",
  "symbols": ["O", "O", "N", "C", "C", "C", "C", "C", "C", "C", "C", "C", "H", "H", "H", "H", "H", "H", "H", "H", "H", "H", "H", "H", "H"],
  "coordinates": [[1.77760, 2.80379, -3.64978], [-0.81987, 1.22968, 0.86086], [2.48648, 2.76146, -1.50572], [-0.80667, -2.83097, 1.45536], [0.02226, -0.88523, 0.22254], [-0.67686, -4.35780, 1.71468], [-1.60066, -0.67446, 2.06271], [0.03439, -2.23026, 0.50854], [1.47723, 2.78801, -2.47683], [-1.70345, -2.07144, 2.17823], [-0.76715, -0.13941, 1.14463], [0.08219, 2.61586, -1.93681], [2.09793, 2.80720, -0.57399], [0.58040, -3.00951, -0.01608], [-2.33150, 0.00869, 2.49158], [-2.47741, -2.55055, 2.76828], [-0.30717, 1.95120, -2.70396], [3.41187, 3.09681, -1.72303], [-0.51211, 3.53371, -1.90836], [-0.75276, 1.77540, 1.65106], [-0.04471, 2.15860, -0.96314], [-1.38754, -4.62339, 2.48338], [0.38499, -4.36833, 1.98787], [-0.77394, -4.90353, 0.78807], [0.41266, -0.29215, -0.58878]],
  "forces_ev_per_angstrom": [[-0.6, 0.3, -0.1], [0.2, 0.0, 0.1], [-1.7, 0.1, -0.1], [-0.5, -0.7, 0.4], [-1.4, 0.5, 2.0], [0.8, 2.5, -0.7], [-1.4, -0.7, 0.4], [0.0, -1.2, -0.6], [2.1, -0.2, 0.9], [0.5, 0.6, -0.2], [1.0, 1.1, -2.1], [-0.4, -0.1, -0.8], [0.8, 0.2, 0.1], [0.4, 0.6, -0.5], [0.2, -0.3, 0.3], [0.2, 0.2, 0.2], [-0.7, 0.0, 0.1], [-0.2, -0.1, 0.0], [0.3, 0.0, -0.4], [-0.1, -0.3, 0.1], [0.5, -0.1, 0.1], [0.2, -0.5, 0.2], [-0.3, -1.0, 0.6], [-0.3, -0.4, -0.1], [0.7, -0.5, -0.1]],
  "mulliken_charge": [-0.61, -0.54, -0.38, 0.62, -0.59, -1.34, -0.47, -0.52, 0.59, -0.48, 0.59, -0.52, 0.20, 0.34, 0.33, 0.31, 0.27, 0.23, 0.31, 0.30, -0.05, 0.37, 0.33, 0.33, 0.37],
  "e_above_lowest_ev": 1.047,
  "total_charge": 0,
  "total_energy_ev": -15128.58524
}



| no. | gap between HOMO and LUMO (eV) |
| --- | --- |
| 1 | 10.02 |
| 2 | 9.34 |
| 3 | 8.56 |
| 4 | 9.41 |
| 5 | 9.63 |
| 6 | 9.33 |